1.
14
Properties=species:S:1:pos:R:3:forces:R:3 method="wB97M-V/def2-TZVPD" total_charge=0 e_lumo_ev=0.929 e_above_lowest_kj_mol=267.22 molar_mass_g_mol=101.105
C 1.339252 -0.709966 1.327952 -0.1 -0.1 0.0
C 1.858279 -0.216522 0.008201 0.0 -0.1 -0.2
O 1.501650 -0.633319 -1.070782 0.2 0.1 0.5
C -1.285398 0.373302 -1.441072 0.2 0.1 -0.3
C -1.235783 0.826743 -0.047882 0.0 0.2 0.2
N -2.209084 -0.071222 -0.337955 -0.1 0.0 0.2
O -0.791406 1.523112 0.825463 -0.2 -0.3 -0.4
H 1.101518 0.137633 1.977706 0.1 -0.1 -0.1
H 2.124321 -1.301725 1.814997 -0.1 0.1 -0.1
H 0.452311 -1.332061 1.182405 0.1 0.1 0.0
H 2.632560 0.576016 0.064890 -0.1 -0.1 0.0
H -0.629485 -0.406725 -1.814370 -0.2 0.1 0.0
H -1.644183 1.093609 -2.176561 0.0 -0.1 0.1
H -3.200609 0.135328 -0.311172 0.1 0.0 0.0

***

2.
14
Properties=species:S:1:pos:R:3:forces:R:3 method="wB97M-V/def2-TZVPD" total_charge=0 e_lumo_ev=0.918 e_above_lowest_kj_mol=111.38 molar_mass_g_mol=101.105
C -1.890847 0.649392 -0.093437 -0.1 0.0 0.0
C -0.772050 -0.118632 0.566695 -0.2 0.1 0.1
O -0.407128 -1.227871 -0.223273 0.0 0.0 0.0
C 0.995433 -1.225717 -0.403533 0.2 0.0 0.0
C 1.417006 0.165683 -0.001449 0.3 0.0 -0.2
N 2.526155 0.713124 -0.241413 -0.4 -0.1 0.2
O 0.377689 0.724167 0.667679 0.1 0.0 -0.1
H -2.107058 1.559206 0.473926 0.0 -0.1 -0.1
H -2.794779 0.037765 -0.148177 0.1 0.0 0.0
H -1.578466 0.919909 -1.106859 -0.1 0.0 0.1
H -1.032330 -0.444703 1.583838 0.1 0.0 -0.1
H 1.237301 -1.435335 -1.448322 0.0 0.1 0.2
H 1.485975 -1.975726 0.231673 -0.1 0.1 0.0
H 2.543098 1.658733 0.142656 0.1 -0.1 0.0

***

3.
14
Properties=species:S:1:pos:R:3:forces:R:3 method="wB97M-V/def2-TZVPD" total_charge=0 e_lumo_ev=0.965 e_above_lowest_kj_mol=267.68 molar_mass_g_mol=101.105
C -0.345089 -0.732204 1.436586 -1.4 -0.5 -1.0
C -0.757382 0.458066 1.930482 -1.1 0.5 2.3
C 0.484546 -0.294932 0.341135 -0.1 -0.8 0.8
C 1.208462 -1.098784 -0.641166 2.8 -2.0 -2.7
N 0.609327 0.986638 0.349255 1.0 1.0 -1.4
O -0.152699 1.495762 1.343021 -0.6 -0.5 0.5
O -1.340312 1.167620 -2.057993 0.6 -0.9 3.6
H -0.843648 -1.735305 1.543915 1.0 1.3 0.2
H -1.433558 0.777761 2.773976 0.8 -0.7 -1.2
H 1.807476 -0.515712 -1.453732 -0.9 -0.4 2.0
H 0.613275 -1.719141 -1.356035 -0.3 0.4 1.1
H 1.965658 -1.882011 -0.187456 -1.5 1.7 -0.5
H -0.733972 1.384562 -1.257762 -1.3 -0.4 -2.2
H -1.082084 1.707681 -2.764225 0.7 1.3 -1.4

***

4.
14
Properties=species:S:1:pos:R:3:forces:R:3 method="wB97M-V/def2-TZVPD" total_charge=0 e_lumo_ev=0.619 e_above_lowest_kj_mol=499.54 molar_mass_g_mol=101.105
C -1.795362 -0.390711 0.037423 3.8 -0.7 -0.1
C 2.165177 -0.393256 0.715443 0.2 0.1 0.4
C 2.147835 -0.277047 -0.766789 0.2 0.2 -0.4
C -2.679310 0.752100 0.007900 -0.4 0.6 0.0
N 0.938088 -0.542736 -0.027837 -0.2 -1.4 -0.1
O -1.737916 -1.548658 0.036229 -0.4 1.2 0.0
O 0.037849 0.459872 0.051362 -3.1 0.0 0.0
H 2.534980 -1.298783 1.176349 0.0 0.0 0.1
H 2.303701 0.513365 1.294256 -0.1 0.1 -0.1
H 2.271930 0.709936 -1.199989 -0.1 0.0 0.1
H 2.509282 -1.092849 -1.376817 0.0 0.0 -0.1
H -3.004162 0.961509 1.027063 0.0 0.0 0.0
H -2.140865 1.618579 -0.365680 0.0 0.0 0.0
H -3.551224 0.528677 -0.608916 0.0 0.0 0.0

***

5.
14
Properties=species:S:1:pos:R:3:forces:R:3 method="wB97M-V/def2-TZVPD" total_charge=0 e_lumo_ev=1.065 e_above_lowest_kj_mol=262.81 molar_mass_g_mol=101.105
N 1.728529 0.727997 1.108498 0.0 -0.1 -0.1
C 0.763613 -0.260495 0.992329 0.1 -0.2 0.0
O -0.481218 0.315931 0.812289 0.1 0.0 0.0
C 0.937737 -1.579167 1.098936 0.0 0.1 0.0
C -1.092286 -0.038344 -0.379148 -0.2 -0.2 0.0
C -1.828854 1.002751 -1.076275 -0.3 0.1 0.0
O -0.553980 0.538023 -1.536454 0.2 0.0 -0.1
H 1.572337 1.497796 0.470325 0.0 -0.1 0.1
H 2.678274 0.383570 1.074969 -0.1 0.0 0.0
H 0.086485 -2.248373 1.123226 0.1 0.1 0.0
H 1.929837 -2.006180 1.190571 -0.1 0.1 0.0
H -1.354119 -1.092508 -0.460947 0.1 0.2 0.0
H -1.825101 2.004134 -0.650764 0.0 -0.1 0.0
H -2.674011 0.750516 -1.714494 0.1 0.0 0.1

***

6.
14
Properties=species:S:1:pos:R:3:forces:R:3 method="wB97M-V/def2-TZVPD" total_charge=0 e_lumo_ev=1.095 e_above_lowest_kj_mol=227.58 molar_mass_g_mol=101.105
C -0.334271 1.644538 -0.495756 0.0 -0.1 0.1
C 0.473044 0.864741 -1.496702 0.0 -0.3 -0.1
C 1.123507 -1.056069 1.374221 -0.2 0.1 0.1
N -0.056776 -0.867734 1.795756 0.4 -0.2 0.0
C -1.974579 -1.992992 -0.113138 -0.3 0.6 -1.2
O -2.141136 -1.415677 -1.076843 0.1 -0.7 1.2
O 0.632983 -0.334328 -1.481341 0.0 0.6 -0.1
H -0.599111 1.026228 0.367843 0.0 0.1 -0.2
H -1.247906 2.000119 -0.989964 0.1 -0.1 0.0
H 0.220053 2.536154 -0.179439 -0.1 -0.1 -0.1
H 0.941409 1.469725 -2.302798 -0.1 -0.1 0.0
H 1.627565 -0.249078 0.841756 0.0 -0.1 0.1
H 1.692765 -1.985892 1.487781 -0.1 0.1 0.0
H -0.420919 -1.710153 2.244686 0.0 0.1 0.0

***

7.
14
Properties=species:S:1:pos:R:3:forces:R:3 method="wB97M-V/def2-TZVPD" total_charge=0 e_lumo_ev=0.908 e_above_lowest_kj_mol=211.18 molar_mass_g_mol=101.105
C 0.309599 1.815660 0.342815 0.0 0.2 0.1
C 0.411881 0.612291 -0.544311 0.4 0.2 -0.4
C -1.297213 -0.676553 0.499020 -0.3 -0.2 0.0
O 0.629014 0.690251 -1.736740 0.2 0.2 0.3
C 0.106285 -0.735773 -0.003153 -0.3 0.1 -0.4
O -0.183110 -0.968233 1.343298 0.2 0.0 0.2
N 0.620543 -1.815035 -0.754886 -0.2 -0.2 -0.1
H -0.542389 2.434957 0.047890 0.1 -0.1 0.0
H 0.225180 1.556644 1.398952 0.0 0.0 -0.1
H 1.213956 2.398940 0.167005 0.0 0.1 0.1
H -1.928571 -1.479135 0.148734 0.0 -0.4 0.4
H -1.803244 0.252000 0.766735 0.1 -0.1 -0.3
H 0.975563 -2.583535 -0.201630 -0.1 0.3 0.0
H 1.262506 -1.502479 -1.473730 -0.1 -0.1 0.1

***

8.
14
Properties=species:S:1:pos:R:3:forces:R:3 method="wB97M-V/def2-TZVPD" total_charge=0 e_lumo_ev=0.819 e_above_lowest_kj_mol=138.60 molar_mass_g_mol=101.105
O -0.957606 -0.607868 1.466788 0.1 -0.1 0.3
C -0.965366 -0.084457 0.155619 0.0 0.2 -0.3
C -0.335015 1.301417 0.103311 -0.2 0.0 0.0
O 1.085116 1.249632 0.302226 0.1 -0.1 0.0
C 1.704774 0.081520 0.049937 0.1 -0.3 -0.2
N 1.235068 -0.992346 -0.433686 0.2 0.3 0.2
C -0.180142 -0.973910 -0.795964 -0.2 0.0 -0.1
H -0.232304 -1.242212 1.543704 -0.1 0.2 0.0
H -2.016444 -0.000448 -0.141842 0.1 0.0 -0.1
H -0.536955 1.774291 -0.868104 0.1 -0.1 0.2
H -0.716537 1.938434 0.901977 0.0 -0.1 -0.1
H 2.760872 0.154869 0.307189 -0.2 0.0 0.0
H -0.271792 -0.603145 -1.824301 -0.1 -0.1 0.1
H -0.573668 -1.995778 -0.766849 0.1 0.1 0.0

***

9.
14
Properties=species:S:1:pos:R:3:forces:R:3 method="wB97M-V/def2-TZVPD" total_charge=0 e_lumo_ev=0.798 e_above_lowest_kj_mol=140.94 molar_mass_g_mol=101.105
C 0.520098 -1.261557 1.739425 0.0 0.0 0.0
C 0.186482 -0.560460 0.455796 0.1 -0.2 -0.2
N 0.349845 -0.983505 -0.727735 -0.1 0.1 0.4
O -0.336423 0.667868 0.664540 0.1 0.0 0.0
C -0.891134 1.301634 -0.492368 -0.1 0.0 -0.1
C -0.036822 1.229261 -1.747599 -0.2 0.1 -0.3
O -0.533603 1.174406 -2.845134 0.2 0.2 0.4
H -0.345347 -1.254635 2.405725 0.1 0.0 -0.1
H 0.810656 -2.293656 1.536284 0.0 0.1 0.0
H 1.345346 -0.756140 2.247957 -0.1 0.0 0.0
H 0.773410 -1.903236 -0.747894 0.0 0.0 0.0
H -1.878328 0.887108 -0.718877 0.1 0.0 0.0
H -0.989176 2.358516 -0.222129 0.0 -0.2 0.0
H 1.050256 1.370038 -1.589420 -0.1 -0.1 -0.1

***

10.
14
Properties=species:S:1:pos:R:3:forces:R:3 method="wB97M-V/def2-TZVPD" total_charge=0 e_lumo_ev=0.585 e_above_lowest_kj_mol=233.35 molar_mass_g_mol=101.105
O -0.797907 -1.522282 0.855589 -0.3 -0.2 0.2
C -0.748622 -0.615597 -0.200679 0.1 -0.1 -0.3
C -1.072418 0.854163 0.021354 -0.2 0.1 0.1
N 0.071517 1.177779 -0.885428 0.0 0.2 0.1
C 0.647251 -0.163663 -0.636142 0.3 -0.4 0.2
C 1.738970 -0.138849 0.406667 0.1 0.3 0.2
O 2.044871 0.866641 1.002744 0.0 -0.4 -0.1
H -1.726626 -1.752908 0.966245 0.1 -0.2 0.2
H -1.261239 -0.985022 -1.100024 0.0 -0.1 0.2
H -0.900884 1.130620 1.072364 0.0 0.0 -0.3
H -2.066390 1.189380 -0.298564 0.3 0.1 0.0
H 0.652785 1.903597 -0.457204 0.0 -0.3 -0.4
H 1.057751 -0.833732 -1.419043 -0.2 0.9 -0.4
H 2.327710 -1.075872 0.505894 -0.2 0.1 0.2

***

11.
14
Properties=species:S:1:pos:R:3:forces:R:3 method="wB97M-V/def2-TZVPD" total_charge=0 e_lumo_ev=0.700 e_above_lowest_kj_mol=88.67 molar_mass_g_mol=101.105
O 0.842091 2.273227 1.119719 0.4 0.2 -0.2
C 0.667506 1.761192 0.046972 0.0 -1.1 -0.1
C -0.629626 1.117634 -0.323970 -2.9 0.9 -0.4
C -1.070119 -0.210622 0.331291 1.2 0.2 -0.4
C -0.041506 -1.207704 -0.240636 -0.7 -2.6 0.1
N -0.259309 -2.516663 0.184007 -0.4 1.9 0.4
O 0.745762 -0.987606 -1.129372 0.3 0.8 0.1
H 1.411246 1.659075 -0.772519 0.3 0.5 0.5
H -1.395019 1.921327 -0.148954 0.4 -0.7 0.2
H -0.697869 0.940329 -1.398236 0.4 0.1 0.0
H -1.131083 -0.173301 1.426027 0.4 0.0 -0.2
H -2.051466 -0.612365 0.011660 0.4 0.7 -0.2
H -0.822351 -2.551711 1.013728 0.0 -0.8 0.1
H 0.247522 -3.298548 -0.182173 0.2 0.0 0.1

***

12.
14
Properties=species:S:1:pos:R:3:forces:R:3 method="wB97M-V/def2-TZVPD" total_charge=0 e_lumo_ev=0.688 e_above_lowest_kj_mol=77.72 molar_mass_g_mol=101.105
C -0.433444 0.545296 -1.391268 0.1 0.1 0.0
C 0.037934 -0.508547 -0.386272 0.2 0.0 0.0
C 1.576945 -0.746687 -0.267803 0.1 0.1 -0.4
O 2.398888 -0.498245 -1.107876 -0.5 0.0 0.3
C -0.281297 -0.346720 1.093288 0.1 -0.1 0.3
O 0.185589 -1.155179 1.883979 -0.6 0.1 0.0
N -0.855160 0.800920 1.546910 -0.1 -0.1 0.1
H -0.356300 1.561772 -0.991697 0.1 -0.2 0.0
H 0.193519 0.506962 -2.287151 0.0 0.0 0.1
H -1.473085 0.397417 -1.713967 0.3 -0.1 0.2
H -0.303619 -1.507862 -0.694602 -0.1 0.1 0.2
H 1.751312 -1.202485 0.733234 0.7 0.0 -0.6
H -1.553117 1.302227 1.027726 0.1 0.1 -0.2
H -0.888167 0.851132 2.555501 -0.2 0.0 -0.1

***

13.
14
Properties=species:S:1:pos:R:3:forces:R:3 method="wB97M-V/def2-TZVPD" total_charge=0 e_lumo_ev=0.741 e_above_lowest_kj_mol=330.36 molar_mass_g_mol=101.105
C 0.107672 -1.088723 -0.009659 -4.0 0.2 0.6
C -2.007792 0.459875 0.464481 0.2 0.4 0.2
C 1.839739 -0.070046 0.015776 0.3 4.4 2.1
C -0.681487 0.242349 -0.224801 -0.3 -1.4 -1.3
O 2.126908 0.807918 -0.994301 -0.4 -0.3 -0.5
N 0.468557 0.267167 0.566719 4.0 -2.5 -0.3
O 2.706167 -0.608078 0.658283 -1.1 -0.4 -0.7
H 3.049162 1.081308 -0.892501 0.1 -0.5 -0.2
H -0.251477 -1.775864 0.743947 -0.1 -0.1 -0.2
H 0.304334 -1.513822 -0.989083 1.2 0.3 0.1
H -0.639121 0.591821 -1.259178 0.2 0.1 0.2
H -2.526269 1.293076 -0.008027 -0.1 0.0 0.0
H -2.646974 -0.420886 0.422563 0.0 0.0 -0.1
H -1.849420 0.733904 1.505784 0.0 -0.1 0.1

***

14.
14
Properties=species:S:1:pos:R:3:forces:R:3 method="wB97M-V/def2-TZVPD" total_charge=0 e_lumo_ev=0.860 e_above_lowest_kj_mol=254.20 molar_mass_g_mol=101.105
C -2.447919 -0.257278 -0.329587 0.0 0.0 0.0
C -1.498230 0.736495 -0.822951 0.6 0.7 -0.4
N -0.747534 1.524250 -1.215342 -0.8 -0.8 0.3
O 0.129232 -0.865462 1.326310 0.5 -0.2 0.0
C 1.252266 -1.303290 1.229370 -0.2 0.0 0.1
C 2.050621 1.115351 -0.501334 0.2 -0.2 0.0
O 2.779337 0.166129 -0.323711 -0.3 0.4 -0.1
H -2.063902 -0.673921 0.603897 -0.1 0.1 -0.1
H -3.424088 0.206404 -0.167975 0.1 0.0 0.0
H -2.551926 -1.061482 -1.062306 0.0 0.1 0.1
H 1.317590 1.440679 0.256347 0.1 0.0 -0.1
H 2.043075 -1.043495 1.953720 -0.1 0.0 0.0
H 1.548223 -1.996483 0.422606 -0.1 0.1 0.1
H 2.064702 1.693833 -1.440922 0.1 0.0 0.1

***

15.
14
Properties=species:S:1:pos:R:3:forces:R:3 method="wB97M-V/def2-TZVPD" total_charge=0 e_lumo_ev=-0.174 e_above_lowest_kj_mol=563.07 molar_mass_g_mol=101.105
C 0.218127 -1.051025 -0.989512 0.3 -1.9 0.6
C 0.487611 -2.243848 -0.409565 0.5 -0.2 0.9
C 0.483987 -0.044911 -0.067914 -0.4 -0.2 1.4
C 0.322597 1.412951 -0.069973 0.4 0.6 2.8
N 1.028081 -0.665513 0.953391 0.4 -2.1 -2.0
O 1.039321 -2.083929 0.875955 -1.3 2.1 -2.1
O -1.756053 0.332803 1.042951 2.4 0.4 0.1
H -0.160877 -0.962670 -1.940486 -0.9 0.4 -1.8
H 0.311359 -3.280944 -0.761084 0.4 1.0 0.5
H -0.520020 1.594501 -0.623066 -2.0 0.5 -1.6
H 1.146229 1.992248 -0.476653 0.4 -0.1 0.3
H -0.085064 1.712943 0.987983 1.2 -0.4 -1.9
H 1.154914 -0.287504 1.816217 0.3 0.8 3.1
H -2.560543 -0.044468 0.771881 -1.7 -0.8 -0.4

***

16.
14
Properties=species:S:1:pos:R:3:forces:R:3 method="wB97M-V/def2-TZVPD" total_charge=0 e_lumo_ev=-0.554 e_above_lowest_kj_mol=474.45 molar_mass_g_mol=101.105
O 2.278708 -0.028051 0.122276 0.1 0.2 0.1
C 1.171932 -0.582503 -0.528230 -0.2 -0.5 -0.1
C -0.294066 1.176591 0.535569 -0.3 0.2 0.0
C 0.115826 -1.125912 0.448730 0.4 -0.2 -0.1
N -0.654090 -0.010911 1.032276 0.0 0.3 -0.5
C -1.453976 1.553519 -0.354741 -0.6 0.2 0.2
O -2.645961 1.491641 -0.190028 0.3 0.4 0.1
H 1.960342 0.812221 0.500350 0.0 -0.1 -0.1
H 0.720094 0.152857 -1.220936 0.0 -0.4 0.2
H 1.511604 -1.420032 -1.137382 0.2 -0.1 0.1
H 0.584157 -1.786672 1.178219 0.0 0.1 0.1
H -0.641126 -1.682981 -0.123396 0.3 -0.1 0.1
H -1.657098 -0.201645 1.113750 0.1 -0.1 -0.4
H -0.996345 1.651884 -1.376455 -0.3 0.2 0.2

***

17.
14
Properties=species:S:1:pos:R:3:forces:R:3 method="wB97M-V/def2-TZVPD" total_charge=0 e_lumo_ev=0.778 e_above_lowest_kj_mol=16.95 molar_mass_g_mol=101.105
C 1.201523 0.638086 -0.926281 0.0 -0.1 0.1
C 0.416346 -0.594857 -0.470184 0.6 0.1 -0.1
C 0.156002 -0.649165 1.070614 0.7 -0.5 -0.8
N -1.059472 0.109450 1.090303 -0.7 0.4 -0.2
C -1.658533 0.199372 -0.150522 -0.5 0.5 0.3
O -2.654829 0.812125 -0.444851 0.4 -0.5 0.3
O -0.911220 -0.509873 -1.032199 0.3 0.1 0.2
H 0.845288 1.533829 -0.395867 0.1 -0.2 -0.2
H 1.054099 0.778845 -2.005644 0.0 0.0 0.3
H 2.276833 0.513153 -0.740760 -0.3 0.0 0.1
H 0.877558 -1.500626 -0.882504 -0.2 0.1 0.3
H 0.983704 -0.208429 1.660337 -0.5 -0.1 -0.4
H 0.033833 -1.710926 1.346793 -0.1 0.4 0.3
H -1.489050 0.584822 1.868178 0.2 -0.2 -0.1